This record from OMol25 describes a structure of composition C20H41AsBr3F9N5O7Y at a distorted geometry. The level of theory is wB97M-V/def2-TZVPD.

Calculated values
Lowest unoccupied orbital energy = -8.361 eV
Orbital gap = 4.383 eV
Energy relative to the best compared isomer or geometry (same formula, charge and spin) = 0.000 eV
Highest occupied orbital energy = -0.46834 hartree

The geometry in ORCA input format:
```
! wB97M-V def2-TZVPD RIJCOSX def2/J DEFGRID3
* xyz 2 1
Y -3.75270 1.43560 -1.42624
Br 2.28946 -4.20121 -4.55610
Br 3.52006 -4.82551 -1.60229
Br 3.09266 -1.79706 -2.66500
As -0.20854 -0.46331 -0.34214
F -0.25310 -1.82356 -1.42388
F 4.92091 5.15795 -2.85533
F 0.59496 0.45445 -1.57239
F -0.11199 0.90770 0.72414
F 1.30530 -1.06835 0.27800
F -1.83104 0.04554 -0.84362
F 3.91851 6.50389 -1.50507
F -0.94353 -1.38173 0.95086
F 3.03486 6.11916 -3.43941
O -1.15956 0.37653 5.42359
O 1.80827 4.66714 -1.33016
O -1.66676 2.53985 -1.52091
O 3.55015 3.31780 -1.65619
O 1.12610 -6.54532 0.61778
O -3.56648 1.33311 0.89972
O -2.64826 0.61132 -3.28879
N -0.74804 -5.30475 0.63220
N -0.14046 4.08089 -0.83185
N -3.30557 -0.37290 2.36701
N -1.64217 -1.35089 -3.74877
N 0.92614 -0.22151 4.84408
C 1.17522 -4.63238 2.00030
C -3.26418 0.91100 2.06066
C -0.26423 3.54176 -3.19157
C 2.90218 4.45995 -1.77947
C -0.42953 4.12870 0.57991
C -1.93028 -0.09708 -4.06104
C 2.82296 2.22877 -1.11133
C -3.02513 -1.00160 3.66644
C -1.50957 -5.96176 -0.40981
C 2.39883 -3.62688 -2.69895
C -2.85533 1.86604 3.15189
C 0.64314 -0.11045 3.43124
C -0.03150 -0.01759 5.75576
C 3.71729 1.07891 -0.71187
C 0.52685 -5.55230 0.99859
C -1.44721 0.42980 -5.38392
C 0.25202 -0.18440 7.22680
C 3.73591 5.57059 -2.45833
C -0.73035 3.35406 -1.76225
C -0.80612 -2.25328 -4.50940
H -1.31114 1.50652 -5.31429
H -1.38372 -2.72604 -5.30801
H 0.30380 2.66487 -3.50017
H 0.65582 0.93187 3.10913
H -0.48967 -0.00036 -5.66339
H -3.99421 -1.26252 4.08522
H -3.63161 -0.96893 1.61978
H 3.14502 0.15985 -0.78243
H 2.13257 2.47465 -0.29640
H -1.12193 3.70232 -3.84025
H 0.38481 4.41602 -3.23465
H -1.23620 3.44613 0.84043
H -0.33342 -0.47043 3.11858
H 1.39275 -3.62621 -2.30562
H 0.42329 3.78575 1.16822
H -2.81494 2.87311 2.74359
H 1.31608 -0.32821 7.43161
H 1.86940 -0.33260 5.17577
H -1.98931 -1.68247 -2.86224
H 1.90831 -5.26594 2.48654
H 4.16358 1.13285 0.27708
H 1.39661 -0.68738 2.90143
H -0.96124 -6.80962 -0.81225
H -2.36478 -1.84875 3.49079
H 1.59894 -3.75558 1.51338
H 4.48257 0.99969 -1.48759
H -0.25928 -1.05969 7.62503
H -2.42564 -6.37240 0.02066
H -2.18377 0.22098 -6.15993
H -0.65024 5.13762 0.92399
H -3.59129 1.82462 3.95259
H -0.48381 -3.03556 -3.82610
H 0.71928 4.53891 -1.13831
H -0.09757 0.68530 7.77518
H -1.03786 -4.37571 0.88275
H -1.78396 -5.24879 -1.19005
H -1.85429 1.58836 3.48992
H -2.47241 -0.35428 4.34859
H 0.09612 -1.85638 -4.96824
H 0.38826 -4.26470 2.66424
H 2.10490 1.91642 -1.87748
*
```